1.
# C25H47Br2LuNO3Si2

A structure of composition C25H47Br2LuNO3Si2 at a distorted geometry (wB97M-V/def2-TZVPD, the Open Molecules 2025 dataset).

Energy above the lowest of the compared OMol25 structures with the same formula, charge and spin, kcal/mol: 0.0
Strongest force on any atom, Eh/bohr: 0.04624
E_tot, eV: -223777.29500

```
! wB97M-V def2-TZVPD RIJCOSX def2/J DEFGRID3
* xyz 1 1
Lu -0.797 -0.809 0.836
Br -0.119 -0.783 8.038
Br 2.091 -3.853 3.724
Si -3.569 -0.344 1.210
Si 3.801 0.778 0.538
O 0.863 0.888 -3.941
O 0.499 -1.838 2.110
O -0.915 -1.493 -1.176
N -0.507 0.596 2.869
C 0.480 -1.529 3.393
C 2.195 0.924 -4.546
C -0.747 -3.938 -1.509
C 0.179 -1.012 6.156
C 4.776 -0.479 -0.494
C -2.617 -1.925 1.311
C -4.199 0.065 2.914
C 4.260 2.633 0.383
C -1.194 2.113 4.602
C -0.924 1.813 3.277
C 0.494 2.248 -3.707
C 0.874 -2.130 5.710
C -2.588 1.132 0.528
C -0.017 -2.621 -1.671
C -0.948 1.189 5.583
C -0.315 -0.030 5.237
C 2.184 1.029 -6.054
C -1.548 -1.210 -3.613
C -4.967 -0.493 -0.026
C -0.147 -0.302 3.841
C -0.740 2.614 -4.509
C 2.315 1.035 -0.619
C -1.849 -0.930 -2.144
C 1.080 -2.373 4.345
C 3.313 0.212 2.280
H -2.927 -2.702 0.593
H 2.082 2.059 -6.391
H 2.721 1.805 -4.112
H -3.422 0.494 3.561
H -2.588 -2.374 2.316
H -5.345 -1.524 -0.041
H 3.158 0.665 -6.371
H -4.629 -0.218 -1.037
H -0.107 -4.749 -1.853
H 2.769 0.043 -4.214
H 4.449 -1.507 -0.274
H 1.323 2.882 -4.043
H 0.899 -2.551 -1.073
H 4.571 -0.306 -1.567
H 3.696 3.064 -0.468
H 3.931 3.202 1.265
H -0.488 2.602 -5.576
H 5.323 2.808 0.172
H -1.475 1.199 0.440
H -5.779 0.190 0.266
H -1.038 3.641 -4.243
H -2.341 -0.732 -4.222
H -1.564 -2.294 -3.842
H 4.164 0.155 2.990
H -1.568 1.920 -4.345
H 2.577 0.889 2.735
H -2.972 1.358 -0.472
H 2.099 0.158 -1.260
H 1.423 1.346 -0.028
H 0.386 2.482 -2.632
H 5.863 -0.418 -0.331
H -5.025 0.780 2.834
H -1.620 3.098 4.837
H 1.402 0.440 -6.535
H -4.571 -0.859 3.377
H -1.047 2.554 2.489
H 2.837 -0.778 2.266
H -1.174 1.367 6.636
H -0.991 -4.124 -0.452
H -0.580 -0.771 -3.918
H -1.855 0.161 -1.982
H -1.662 -3.949 -2.118
H 1.261 -2.851 6.414
H 2.619 1.882 -1.239
H -2.857 1.984 1.168
H -2.847 -1.322 -1.885
H 0.221 -2.376 -2.712
*
```

---

2.
# C17H23N3O3

An isolated molecule of C17H23N3O3 at a distorted geometry (wB97M-V/def2-TZVPD, the Open Molecules 2025 dataset).

Energy above the lowest of the compared OMol25 structures with the same formula, charge and spin, kcal/mol: 96.6
Strongest force on any atom, Eh/bohr: 0.07923
SMILES: CC[C@H](C)[C@H](N)C(=O)N[C@@H](Cc1c[nH]c2ccccc12)C(=O)O
E_tot, eV: -28613.36443

```
! wB97M-V def2-TZVPD RIJCOSX def2/J DEFGRID3
* xyz 0 1
O -1.283 1.648 0.839
O 2.656 0.186 0.490
O 1.138 1.722 1.031
N -0.772 -0.494 0.639
N 3.127 0.953 -3.583
N -3.175 -1.271 1.529
C 1.497 0.608 0.460
C 2.669 -3.092 -4.348
C 3.163 -0.472 -3.888
C -2.864 1.881 3.665
C -1.561 0.461 1.057
C 1.259 0.058 -2.636
C -2.921 0.370 3.301
C 4.119 -1.251 -4.588
C 1.777 -2.383 -3.506
C 1.973 -1.001 -3.364
C 0.045 -0.033 -1.645
C 0.427 -0.323 -0.146
C -2.938 0.084 1.725
C -1.609 2.609 3.641
C -1.611 -0.264 3.982
C 3.893 -2.655 -4.786
C 1.974 1.218 -2.839
H -0.215 0.984 -1.656
H 1.874 2.268 -2.442
H -1.413 2.945 2.632
H 5.085 -0.837 -5.009
H 0.113 2.026 0.646
H 0.993 -2.866 -2.939
H -3.746 -1.696 2.202
H -3.642 2.363 3.138
H -3.042 1.816 4.728
H 0.923 -1.298 -0.207
H -1.615 3.451 4.183
H -1.024 -1.378 0.937
H 4.608 -3.258 -5.302
H 2.290 -4.050 -4.511
H -0.772 -0.616 -1.963
H -3.417 0.833 1.140
H -1.751 -0.227 5.092
H -1.406 -1.261 3.654
H -0.780 2.037 3.940
H -3.860 -0.166 3.617
H -0.805 0.391 3.735
H 4.056 1.494 -3.234
H -3.440 -1.511 0.587
*
```

---

3.
# C5H7F3O3S

An isolated molecule of C5H7F3O3S at a distorted geometry (wB97M-V/def2-TZVPD, the Open Molecules 2025 dataset).

Energy above the lowest of the compared OMol25 structures with the same formula, charge and spin, kcal/mol: 9.2
Strongest force on any atom, Eh/bohr: 0.09173
SMILES: CS(=O)(=O)OC/C=C(/F)C(F)F
E_tot, eV: -30425.81694

```
! wB97M-V def2-TZVPD RIJCOSX def2/J DEFGRID3
* xyz 0 1
S -0.494 -1.494 -0.536
F 3.180 -1.211 1.245
F 3.227 0.990 -1.425
F 4.800 -0.664 0.069
O 0.323 -1.250 -1.710
O 0.167 -0.943 0.838
O -0.974 -2.814 -0.341
C 2.626 0.312 -0.474
C -1.970 -0.454 -0.664
C 1.489 0.804 -0.008
C 3.441 -0.902 -0.038
C 0.788 0.287 1.212
H -1.866 0.188 -1.458
H 1.471 0.127 1.951
H 1.040 1.612 -0.582
H -2.865 -1.164 -0.801
H 3.454 -1.625 -0.856
H -2.162 0.002 0.386
H 0.100 0.939 1.566
*
```